{"formula": "C6H16O2Si", "method": "wB97M-V/def2-TZVPD", "energy_ha": -677.95356, "lumo_energy_ev": -0.696, "total_charge": 0, "relative_energy_kj_mol": 776.6, "species": ["C", "C", "C", "C", "C", "C", "O", "O", "Si", "H", "H", "H", "H", "H", "H", "H", "H", "H", "H", "H", "H", "H", "H", "H", "H"], "positions_angstrom": [[-1.083, 1.587, 1.167], [1.054, 1.585, -0.154], [-1.111, 1.002, -1.277], [-0.925, -2.317, -0.327], [1.474, -1.282, 1.691], [-0.272, 0.947, 0.017], [0.761, -1.594, -3.003], [1.799, -0.985, -2.196], [0.069, -0.866, 0.404], [-1.130, 2.674, 1.082], [-2.020, 1.208, 1.268], [-0.657, 1.339, 2.129], [1.863, 0.825, -0.344], [1.291, 1.990, 0.792], [1.310, 2.219, -1.037], [-1.477, 1.957, -1.562], [-0.432, 0.533, -2.036], [-1.895, 0.236, -1.297], [-2.055, -2.087, -0.282], [-0.650, -2.387, -1.312], [-0.649, -3.081, 0.283], [1.196, -0.906, 2.636], [1.493, -2.324, 1.824], [2.464, -0.981, 1.257], [0.644, -1.024, -3.796]], "atomic_forces_ev_per_a": [[2.721, 0.633, 0.050], [2.882, -0.910, -1.121], [1.484, -3.014, -0.604], [-2.635, 4.227, 1.881], [-0.565, 0.816, -2.539], [-2.540, -0.206, -0.246], [-0.327, 0.003, -0.573], [-1.195, 0.208, 1.222], [1.895, -0.672, -1.720], [0.029, -0.016, -0.109], [-3.069, -1.037, -0.285], [0.614, 0.280, 0.471], [-0.667, 0.314, 0.206], [0.721, 1.185, 0.807], [-1.128, 0.098, 0.823], [-0.171, 0.895, -0.117], [-0.391, 0.964, 0.021], [-0.446, 0.530, 0.379], [1.678, -0.516, 0.072], [0.970, -0.333, -2.644], [0.472, -2.732, 1.384], [0.185, 1.022, 1.133], [0.045, -1.608, -0.085], [-0.993, 0.096, 0.702], [0.432, -0.231, 0.891]]}


{"formula": "C6H16OSi2", "method": "wB97M-V/def2-TZVPD", "energy_ha": -892.31227, "lumo_energy_ev": 0.094, "total_charge": 0, "relative_energy_kj_mol": 555.1, "species": ["C", "C", "C", "C", "C", "C", "O", "Si", "Si", "H", "H", "H", "H", "H", "H", "H", "H", "H", "H", "H", "H", "H", "H", "H", "H"], "positions_angstrom": [[-0.499, 0.307, -1.364], [0.612, -1.614, 1.073], [-1.128, 2.148, 1.631], [2.372, 1.010, 0.039], [2.392, -1.553, -1.669], [-3.443, -0.809, -0.047], [-1.928, 1.052, 1.229], [1.272, -0.666, -0.215], [-1.867, 0.169, -0.104], [-0.333, 1.403, -1.382], [-0.835, -0.024, -2.326], [0.790, -2.691, 0.947], [0.577, -1.222, 2.023], [-1.600, 3.014, 1.947], [-0.216, 2.429, 1.081], [-0.637, 1.719, 2.601], [3.358, 0.993, -0.565], [1.908, 2.015, -0.135], [2.762, 0.911, 1.146], [3.476, -1.289, -1.508], [2.189, -2.650, -1.619], [2.122, -1.381, -2.651], [-3.398, -1.505, -0.933], [-3.540, -1.349, 0.853], [-4.407, -0.418, -0.054]], "atomic_forces_ev_per_a": [[-0.417, 0.671, 2.359], [-0.332, -0.945, -2.062], [3.592, -2.795, 2.960], [1.099, -0.734, 1.298], [-0.413, -0.802, 3.173], [1.632, -1.300, -2.159], [-0.170, 1.385, -0.716], [1.442, 1.771, -3.097], [1.142, -1.124, -0.359], [0.233, -0.328, -0.263], [0.018, -0.383, -0.644], [-0.302, 0.372, 0.320], [-0.092, 0.590, 2.208], [-1.767, 1.413, 0.096], [-0.688, -0.465, -0.817], [-0.704, 1.021, -1.328], [-1.732, -0.177, 0.646], [0.265, -0.924, 0.329], [-0.875, 0.545, -1.880], [-1.175, -0.489, -0.064], [0.637, 0.538, 0.460], [-0.596, 1.169, -2.091], [-0.067, 0.310, 1.020], [0.727, -1.141, 1.163], [-1.456, 1.822, -0.554]]}


{"formula": "C6H16P2", "method": "wB97M-V/def2-TZVPD", "energy_ha": -920.76489, "lumo_energy_ev": 0.749, "smiles": "CP(C)CCP(C)C", "total_charge": 0, "relative_energy_kj_mol": 353.4, "species": ["C", "P", "C", "C", "C", "P", "C", "C", "H", "H", "H", "H", "H", "H", "H", "H", "H", "H", "H", "H", "H", "H", "H", "H"], "positions_angstrom": [[-0.904, -1.706, -1.069], [0.687, -1.044, -0.445], [2.058, -0.811, -1.648], [0.994, -0.748, 1.384], [1.631, 0.611, 1.638], [0.468, 2.028, 1.594], [-1.181, 1.929, 0.863], [0.958, 3.601, 2.464], [-1.618, -1.747, -0.241], [-1.253, -1.036, -1.875], [-0.791, -2.692, -1.525], [3.011, -0.776, -1.124], [2.062, -1.607, -2.412], [1.956, 0.154, -2.178], [1.575, -1.569, 1.775], [-0.010, -0.791, 1.885], [2.107, 0.609, 2.648], [2.410, 0.792, 0.889], [-1.430, 2.885, 0.431], [-1.958, 1.687, 1.589], [-1.223, 1.167, 0.091], [1.509, 3.336, 3.375], [0.113, 4.147, 2.810], [1.530, 4.279, 1.780]], "atomic_forces_ev_per_a": [[0.380, 0.180, -0.679], [-0.083, 0.602, 0.580], [-0.442, 0.357, -0.471], [-1.296, -0.207, -0.612], [0.607, 0.154, 0.582], [0.332, 0.747, 0.101], [-0.628, -0.349, 0.554], [1.015, -0.579, -0.914], [0.084, 0.063, -0.221], [-0.173, -0.225, 0.554], [-0.108, -0.108, 0.271], [0.034, -0.251, 0.033], [0.145, 0.172, 0.464], [0.038, -0.413, 0.209], [0.376, -0.043, 0.326], [0.756, -0.086, -0.520], [-0.242, 0.003, -0.677], [0.072, -0.172, 0.268], [-0.018, 0.319, -0.307], [-0.073, 0.005, 0.040], [0.264, 0.013, -0.198], [0.188, 0.162, -0.372], [-0.984, 0.266, 0.149], [-0.244, -0.610, 0.839]]}


{"formula": "C6H16S2Si", "method": "wB97M-V/def2-TZVPD", "energy_ha": -1323.95390, "lumo_energy_ev": [-0.949, -1.057], "total_charge": 0, "relative_energy_kj_mol": 133.5, "species": ["C", "C", "C", "C", "C", "C", "Si", "S", "S", "H", "H", "H", "H", "H", "H", "H", "H", "H", "H", "H", "H", "H", "H", "H", "H"], "positions_angstrom": [[2.161, 1.246, 0.639], [-0.729, 1.121, 1.568], [1.336, -0.871, 2.941], [-0.069, -2.161, -2.536], [-2.474, 1.349, -2.025], [0.393, -1.085, -0.107], [0.849, -0.036, 1.337], [0.291, -0.606, -1.777], [-1.659, 0.280, -3.317], [2.558, 1.128, -0.289], [1.820, 2.257, 0.599], [2.988, 1.142, 1.431], [-1.275, 1.353, 0.705], [-1.403, 0.576, 2.219], [-0.399, 2.069, 1.968], [2.309, -0.427, 3.318], [0.679, -0.534, 3.665], [1.325, -1.958, 3.105], [-0.886, -2.451, -1.991], [0.634, -3.000, -2.574], [-0.328, -2.005, -3.534], [-2.567, 2.280, -2.561], [-1.816, 1.247, -1.199], [-3.475, 1.091, -1.649], [-0.261, -2.006, 0.062]], "atomic_forces_ev_per_a": [[-0.098, -1.204, 4.396], [1.680, -1.399, 1.273], [2.113, -0.151, -0.403], [1.550, -0.699, -0.226], [-0.554, -0.909, -1.484], [-1.749, -1.494, -2.438], [-0.643, 2.812, -1.774], [1.075, 0.041, 1.889], [-0.148, -0.303, 1.459], [1.235, -1.164, -2.654], [-0.538, 0.758, 0.615], [-0.765, 0.587, -1.287], [-0.425, 0.025, -1.494], [-0.316, 0.273, 0.497], [-0.055, 0.180, 0.617], [-0.761, -0.773, -0.695], [-1.761, 0.904, 1.481], [0.301, 0.282, -0.657], [-2.283, -1.130, 0.882], [0.640, 0.687, 0.727], [-0.687, 0.580, -1.506], [0.329, 0.715, 0.704], [0.642, 0.866, 0.725], [0.247, -0.529, -0.540], [0.970, 1.046, -0.104]]}


{"formula": "C6H16S2Si", "method": "wB97M-V/def2-TZVPD", "energy_ha": -1324.00020, "lumo_energy_ev": [0.702, -1.893], "s2": 2.007, "multiplicity": 3, "total_charge": 0, "species": ["C", "C", "C", "C", "C", "C", "Si", "S", "S", "H", "H", "H", "H", "H", "H", "H", "H", "H", "H", "H", "H", "H", "H", "H", "H"], "positions_angstrom": [[1.383, 0.483, -2.524], [-0.788, 2.156, -1.016], [2.196, 2.291, -0.054], [0.475, -1.972, 2.437], [-3.193, -2.317, 0.829], [0.674, -0.312, 0.293], [0.846, 1.190, -0.837], [0.830, -0.249, 1.967], [-2.539, -0.981, -0.196], [0.597, -0.144, -2.934], [1.573, 1.278, -3.238], [2.284, -0.117, -2.452], [-1.285, 1.892, -1.944], [-1.478, 1.922, -0.212], [-0.620, 3.228, -1.018], [3.116, 1.739, 0.109], [2.429, 3.140, -0.688], [1.870, 2.676, 0.907], [0.530, -2.037, 3.519], [1.211, -2.629, 1.983], [-0.524, -2.222, 2.093], [-3.144, -2.028, 1.877], [-2.614, -3.223, 0.660], [-4.229, -2.490, 0.548], [0.398, -1.272, -0.110]], "atomic_forces_ev_per_a": [[-0.179, 0.375, 0.577], [0.529, -0.325, 0.016], [-0.511, -0.335, -0.408], [0.083, 0.501, -0.163], [0.617, 0.180, -0.223], [0.120, 0.683, -0.819], [0.358, -0.411, 0.291], [-0.050, -0.217, 0.572], [-0.325, -0.125, 0.125], [-0.197, -0.130, -0.047], [0.016, 0.216, -0.172], [0.146, -0.073, 0.129], [-0.077, -0.055, -0.213], [-0.059, -0.028, 0.231], [0.064, 0.194, -0.021], [0.104, -0.185, -0.005], [0.002, 0.207, -0.144], [-0.114, 0.075, 0.199], [-0.016, -0.047, 0.080], [0.032, -0.067, -0.005], [-0.052, -0.126, 0.045], [-0.150, 0.001, 0.032], [-0.134, -0.089, 0.061], [-0.148, 0.020, 0.009], [-0.057, -0.239, -0.146]]}


{"formula": "C6H16SSi", "method": "wB97M-V/def2-TZVPD", "energy_ha": -925.74722, "lumo_energy_ev": [-0.495, 0.202], "total_charge": 0, "relative_energy_kj_mol": 305.8, "species": ["C", "C", "C", "C", "C", "C", "Si", "S", "H", "H", "H", "H", "H", "H", "H", "H", "H", "H", "H", "H", "H", "H", "H", "H"], "positions_angstrom": [[1.189, -0.305, 1.349], [1.196, 1.639, 0.039], [-0.489, 1.479, 1.932], [0.897, -1.439, -3.220], [-2.159, -1.418, -0.065], [0.242, 0.776, 0.753], [-0.804, -0.135, -0.578], [-2.143, 1.426, -1.269], [2.226, 0.119, 1.590], [0.827, -0.693, 2.288], [1.372, -1.051, 0.613], [2.208, 1.235, -0.220], [1.459, 2.503, 0.628], [0.599, 2.160, -0.720], [-1.055, 2.318, 1.497], [-1.165, 0.790, 2.402], [0.318, 1.882, 2.555], [1.595, -0.624, -3.435], [1.387, -2.204, -2.550], [0.024, -1.454, -3.713], [-2.127, -1.696, 1.041], [-3.079, -0.935, -0.152], [-2.152, -2.416, -0.703], [-1.455, 2.416, -0.656]], "atomic_forces_ev_per_a": [[1.017, 1.098, 1.029], [0.350, 2.508, -1.163], [0.575, 0.556, -2.156], [4.329, 0.390, 3.205], [2.033, -2.797, 0.516], [0.786, -2.535, 1.637], [-0.918, 0.000, 0.011], [0.193, 0.375, -0.080], [-1.412, -0.297, -0.213], [-0.282, -0.621, 0.134], [0.206, -1.060, -0.370], [-1.391, -0.035, -0.563], [0.227, 0.337, 0.926], [1.013, -0.172, -0.940], [0.003, -0.137, 0.523], [-0.184, -0.135, 0.585], [-0.453, -0.162, 0.345], [-0.452, -0.162, -0.033], [-1.270, 0.613, -1.098], [-2.956, -0.593, -1.471], [0.365, 0.140, -1.343], [-1.607, 0.738, -0.540], [0.016, 2.097, 1.367], [-0.186, -0.145, -0.307]]}